DFT (ωB97M-V/def2-TZVPD) results for C32H78AsF15N5O11 as an isolated structure at a distorted geometry.

```
! wB97M-V def2-TZVPD RIJCOSX def2/J DEFGRID3
* xyz 1 1
C 3.52 -0.24 -0.64
C 2.12 -0.02 -0.04
C 1.75 1.37 0.44
O 0.36 1.45 0.87
C -0.42 2.44 0.25
N 1.03 -0.36 -1.11
H 0.98 0.22 -1.93
H 0.97 -1.29 -1.49
H 0.18 -0.39 -0.56
H 3.85 0.44 -1.42
H 3.60 -1.19 -1.16
H 4.33 -0.05 0.07
H 1.85 -0.77 0.70
H 2.04 2.01 -0.39
H 2.30 1.52 1.38
H -1.46 2.50 0.60
H -0.46 2.49 -0.84
H -0.13 3.45 0.53
C -3.46 3.39 -8.06
C -4.50 3.07 -7.04
C -6.00 3.14 -7.45
O -6.89 3.00 -6.35
C -7.39 4.16 -5.73
N -4.13 1.64 -6.41
H -4.67 0.94 -6.89
H -3.15 1.51 -6.21
H -4.48 1.58 -5.46
H -2.48 3.59 -7.62
H -3.72 4.28 -8.65
H -3.55 2.64 -8.84
H -4.39 3.78 -6.22
H -6.11 2.31 -8.15
H -6.25 4.08 -7.93
H -8.42 4.30 -6.08
H -6.83 5.07 -5.91
H -7.34 3.94 -4.66
C -5.13 -6.85 -0.80
C -5.47 -6.84 -2.27
C -6.99 -6.65 -2.60
O -7.32 -6.60 -3.97
C -7.75 -7.84 -4.46
N -4.68 -5.70 -3.05
H -3.74 -5.62 -2.69
H -4.69 -5.74 -4.06
H -4.93 -4.77 -2.76
H -5.75 -6.15 -0.23
H -4.08 -6.68 -0.53
H -5.41 -7.83 -0.42
H -5.09 -7.74 -2.74
H -7.36 -5.73 -2.14
H -7.57 -7.34 -1.99
H -7.78 -7.81 -5.55
H -8.75 -8.08 -4.10
H -7.13 -8.71 -4.25
C 2.96 9.77 8.28
C 2.82 8.32 8.33
C 3.77 7.45 7.53
O 3.35 6.11 7.54
C 4.25 5.22 6.84
N 2.81 7.84 9.75
H 1.89 7.91 10.17
H 3.11 6.88 9.69
H 3.42 8.36 10.36
H 2.96 10.17 7.27
H 3.96 10.07 8.57
H 2.58 10.42 9.08
H 1.83 7.92 8.11
H 4.77 7.45 7.97
H 3.84 7.64 6.46
H 5.27 5.61 6.80
H 4.00 5.27 5.79
H 3.99 4.25 7.27
C 1.25 -0.65 6.82
C 1.44 -1.06 8.34
C 2.71 -1.90 8.68
O 3.77 -1.36 7.96
C 5.09 -1.78 8.17
N 1.46 0.23 9.20
H 0.60 0.72 9.37
H 1.72 -0.25 10.05
H 2.17 0.87 8.88
H 0.63 0.20 6.56
H 0.81 -1.54 6.37
H 2.09 -0.61 6.13
H 0.55 -1.58 8.71
H 2.72 -2.94 8.36
H 2.83 -1.94 9.76
H 5.16 -2.75 7.66
H 5.37 -1.88 9.22
H 5.79 -1.08 7.71
As 8.91 2.74 2.55
F 7.62 1.84 3.30
F 8.11 4.28 2.87
F 10.44 3.50 1.93
F 9.59 1.09 2.33
F 8.01 2.66 0.97
F 9.71 2.58 4.22
C 3.32 1.32 -6.64
O 4.30 0.20 -6.55
O 2.15 0.82 -6.00
C 4.02 2.67 -6.18
F 4.29 3.37 -7.32
F 3.09 3.37 -5.54
F 5.01 2.71 -5.39
C 5.49 0.33 -7.35
C 6.48 -0.75 -7.07
H 6.81 -0.72 -6.03
H 6.02 -1.73 -7.17
H 7.32 -0.74 -7.76
H 6.07 1.19 -7.04
H 5.29 0.50 -8.41
H 3.14 1.32 -7.72
C -6.68 -0.45 -1.80
O -7.24 -0.44 -3.08
O -5.33 -0.69 -2.02
C -7.12 0.82 -0.89
F -8.40 1.08 -0.69
F -6.55 0.80 0.37
F -6.68 2.05 -1.30
C -8.69 -0.55 -3.29
C -9.01 -1.12 -4.70
H -8.56 -0.44 -5.42
H -8.48 -2.06 -4.87
H -10.03 -1.29 -5.04
H -9.28 0.33 -3.10
H -9.04 -1.34 -2.62
H -7.10 -1.31 -1.28
C 2.68 -6.44 -0.74
O 2.94 -5.67 0.37
O 1.60 -5.69 -1.43
C 3.93 -6.74 -1.57
F 4.23 -5.80 -2.45
F 5.03 -6.87 -0.80
F 3.84 -8.01 -2.18
C 3.11 -6.20 1.68
C 4.00 -5.23 2.50
H 4.98 -4.95 2.11
H 3.48 -4.30 2.71
H 4.22 -5.68 3.47
H 3.72 -7.11 1.69
H 2.12 -6.49 2.03
H 2.35 -7.44 -0.44
*
```

max |F| = 5.48 eV/Å
gap between HOMO and LUMO = 2.16 eV



DFT (ωB97M-V/def2-TZVPD) results for a 5-piece molecular cluster, C32H78ClN4O3 overall at a distorted geometry.

```
! wB97M-V def2-TZVPD RIJCOSX def2/J DEFGRID3
* xyz 3 1
C 0.58 1.74 6.11
C 1.44 2.76 5.32
N 1.03 3.13 3.84
C 2.13 4.06 3.27
C 0.93 1.89 2.96
C 2.01 0.82 3.22
C -0.31 3.89 3.86
C -0.98 4.05 2.45
O -0.08 4.80 1.67
C -0.54 5.29 0.42
H -0.49 1.90 6.16
H 0.88 1.69 7.16
H 0.64 0.75 5.65
H 2.45 2.37 5.27
H 1.60 3.72 5.82
H 2.13 4.02 2.18
H 3.12 3.76 3.63
H 1.91 5.06 3.65
H 1.06 2.19 1.91
H 0.03 1.29 3.07
H 1.77 0.21 4.08
H 3.03 1.19 3.35
H 1.94 0.05 2.45
H -0.15 4.86 4.34
H -1.05 3.38 4.47
H -1.93 4.57 2.54
H -1.17 3.15 1.86
H -1.19 6.10 0.75
H -1.14 4.58 -0.16
H 0.25 5.66 -0.23
C 6.06 -4.86 6.25
C 5.17 -5.85 5.48
N 5.74 -7.29 5.19
C 6.88 -7.12 4.28
C 5.92 -8.11 6.51
C 4.66 -8.24 7.36
C 4.71 -8.11 4.30
C 4.30 -7.73 2.86
O 3.56 -6.56 2.77
C 3.12 -6.07 1.51
H 7.13 -4.71 6.11
H 6.08 -5.09 7.32
H 5.59 -3.90 6.06
H 4.94 -5.42 4.51
H 4.24 -6.13 5.97
H 7.64 -6.47 4.73
H 6.66 -6.58 3.36
H 7.37 -8.05 4.00
H 6.80 -7.80 7.08
H 6.30 -9.07 6.16
H 4.83 -8.85 8.25
H 3.84 -8.71 6.80
H 4.52 -7.22 7.72
H 3.83 -8.35 4.90
H 5.31 -9.02 4.25
H 3.71 -8.51 2.40
H 5.19 -7.73 2.22
H 2.48 -5.18 1.54
H 2.54 -6.96 1.27
H 4.03 -5.98 0.93
C -9.17 -0.66 -2.28
C -8.26 0.29 -3.08
N -8.40 1.80 -2.79
C -9.74 2.28 -3.32
C -8.39 2.16 -1.21
C -7.00 1.91 -0.57
C -7.14 2.41 -3.55
C -7.24 3.91 -3.62
O -7.08 4.43 -2.35
C -7.30 5.82 -2.38
H -8.70 -0.85 -1.31
H -9.44 -1.53 -2.88
H -10.15 -0.26 -2.01
H -8.37 0.24 -4.17
H -7.21 0.06 -2.90
H -10.06 3.31 -3.13
H -10.52 1.65 -2.90
H -9.85 2.31 -4.41
H -9.15 1.60 -0.67
H -8.69 3.19 -1.03
H -7.06 1.68 0.50
H -6.26 2.71 -0.61
H -6.57 0.92 -0.75
H -7.13 2.01 -4.56
H -6.27 1.97 -3.05
H -8.10 4.23 -4.22
H -6.45 4.14 -4.33
H -6.60 6.35 -3.02
H -7.26 6.12 -1.34
H -8.30 6.06 -2.75
C 4.02 4.67 -7.41
C 3.09 3.80 -6.70
C 3.66 2.45 -6.25
N 2.53 1.43 -5.77
C 1.76 2.14 -4.54
C 3.10 0.07 -5.39
C 1.98 -0.94 -5.79
C 1.70 -0.32 -7.23
C 1.47 1.10 -6.86
H 5.07 4.39 -7.32
H 3.91 5.68 -7.02
H 3.75 4.71 -8.46
H 2.15 3.85 -7.24
H 2.97 4.29 -5.74
H 4.25 2.50 -5.34
H 4.21 1.86 -6.98
H 1.24 1.49 -3.84
H 1.26 3.07 -4.81
H 2.65 2.40 -3.98
H 3.37 -0.04 -4.34
H 3.99 -0.07 -6.00
H 1.10 -0.76 -5.16
H 2.24 -2.00 -5.77
H 0.79 -0.65 -7.73
H 2.46 -0.51 -7.99
H 0.48 1.37 -6.47
H 1.72 1.81 -7.65
Cl -2.08 -1.25 -0.70
*
```

max |F| = 3.75 eV/Å
gap between HOMO and LUMO = 5.94 eV



DFT (ωB97M-V/def2-TZVPD) results for a 11-piece molecular cluster, C32H79Cl9N8O8 overall at a distorted geometry.

```
! wB97M-V def2-TZVPD RIJCOSX def2/J DEFGRID3
* xyz 0 1
C -6.89 2.73 4.63
O -6.44 2.30 3.37
C -5.17 1.72 3.40
C -4.89 0.91 2.15
C -5.94 -0.14 1.91
N -3.56 0.31 2.21
H -6.24 3.52 5.04
H -6.93 1.91 5.37
H -7.91 3.09 4.52
H -4.36 2.47 3.54
H -5.00 1.08 4.30
H -4.95 1.64 1.33
H -6.93 0.30 1.86
H -5.93 -0.91 2.68
H -5.75 -0.61 0.94
H -2.88 1.08 2.36
H -3.52 -0.12 3.14
C 0.56 -4.89 0.36
O 1.65 -5.74 0.17
C 2.75 -5.09 -0.47
C 3.97 -5.99 -0.37
C 5.20 -5.32 -0.92
N 3.77 -7.28 -1.10
H 0.77 -4.08 1.08
H -0.21 -5.50 0.81
H 0.21 -4.44 -0.58
H 2.49 -4.93 -1.54
H 2.95 -4.10 -0.02
H 4.09 -6.29 0.67
H 6.07 -5.94 -0.67
H 5.38 -4.36 -0.43
H 5.19 -5.26 -2.00
H 2.84 -7.64 -0.86
H 3.64 -7.09 -2.10
C -3.42 3.53 -1.04
O -3.21 2.68 -2.19
C -4.19 2.84 -3.17
C -3.93 1.83 -4.27
C -4.85 2.13 -5.42
N -4.14 0.47 -3.84
H -3.74 4.52 -1.40
H -2.44 3.59 -0.58
H -4.18 3.13 -0.36
H -5.18 2.67 -2.71
H -4.15 3.88 -3.56
H -2.87 1.91 -4.52
H -4.59 1.55 -6.31
H -4.82 3.19 -5.66
H -5.86 1.82 -5.16
H -3.63 0.26 -2.98
H -5.13 0.30 -3.67
C 7.83 3.54 3.05
O 7.68 2.24 2.59
C 6.46 2.06 1.86
C 6.43 0.62 1.40
C 5.19 0.40 0.54
N 6.45 -0.34 2.54
H 7.58 4.28 2.27
H 8.88 3.65 3.32
H 7.16 3.75 3.89
H 5.63 2.21 2.57
H 6.45 2.78 1.04
H 7.29 0.41 0.75
H 5.25 0.90 -0.42
H 4.30 0.78 1.08
H 5.03 -0.66 0.36
H 7.06 0.06 3.24
H 5.50 -0.40 2.92
C 1.52 -0.42 0.04
O 0.77 0.65 -0.50
C -0.59 0.63 -0.11
C -1.48 -0.23 -1.03
C -1.15 0.08 -2.47
N -2.92 0.09 -0.81
H 2.54 -0.30 -0.31
H 1.13 -1.39 -0.30
H 1.55 -0.39 1.14
H -0.66 0.27 0.92
H -0.97 1.65 -0.12
H -1.33 -1.29 -0.79
H -1.32 1.12 -2.77
H -1.77 -0.52 -3.15
H -0.15 -0.21 -2.79
H -3.00 1.10 -0.96
H -3.14 0.01 0.20
Cl -0.35 6.14 -3.29
C -0.56 4.55 -2.63
Cl 0.02 4.43 -0.96
Cl 0.23 3.32 -3.63
H -1.61 4.27 -2.63
Cl -2.70 -4.51 1.14
C -2.92 -2.90 1.82
Cl -1.35 -2.23 2.29
Cl -3.97 -2.98 3.22
H -3.34 -2.24 1.07
Cl 3.68 -1.30 -2.69
C 2.97 0.26 -3.16
Cl 1.87 0.01 -4.51
Cl 4.21 1.47 -3.47
H 2.36 0.61 -2.33
C -0.80 0.73 5.30
N -0.08 1.88 4.85
C 0.83 2.49 5.78
C -0.39 2.49 3.67
O -1.36 2.21 2.96
H -1.42 0.31 4.52
H -1.47 0.99 6.14
H -0.11 -0.01 5.73
H 1.55 1.78 6.21
H 1.47 3.23 5.29
H 0.31 2.98 6.61
H 0.33 3.27 3.39
C -0.81 -0.49 -6.60
N -1.25 0.27 -7.75
C -2.65 0.52 -7.87
C -0.38 0.77 -8.66
O -0.67 1.41 -9.64
H -1.14 -1.53 -6.71
H -1.23 -0.06 -5.69
H 0.27 -0.50 -6.50
H -2.84 1.24 -8.65
H -3.19 -0.39 -8.12
H -3.06 0.93 -6.94
H 0.67 0.56 -8.40
C 1.78 -3.17 4.29
N 2.65 -2.20 3.68
C 3.37 -2.65 2.50
C 2.96 -1.03 4.30
O 3.69 -0.17 3.89
H 0.94 -3.35 3.61
H 1.39 -2.81 5.24
H 2.26 -4.13 4.49
H 2.68 -2.68 1.64
H 4.16 -1.96 2.24
H 3.67 -3.69 2.57
H 2.41 -0.93 5.26
*
```

max |F| = 1.83 eV/Å
gap between HOMO and LUMO = 9.11 eV



Which of these has the lowest max |F|? C32H79Cl9N8O8



gap between HOMO and LUMO of number 1 (C32H78AsF15N5O11)? 2.16 eV



Among the records above, which one has the lowest gap between HOMO and LUMO? C32H78AsF15N5O11



Which of these has the highest max |F|? C32H78AsF15N5O11